A cluster of 3 separate species, C47H46F8N2O8S2 in total at a distorted geometry, computed with ωB97M-V/def2-TZVPD.

```
! RIJCOSX wB97M-V def2-TZVPD def2/J DEFGRID3
* xyz 0 1
S -3.167 -0.727 3.919
S -3.115 1.744 2.259
F 1.404 7.270 3.177
F 1.896 4.429 3.406
F 2.501 5.050 0.854
F 4.823 5.158 2.295
F 1.030 6.671 0.817
F 3.504 7.562 2.805
F 4.962 5.723 4.380
F 2.620 5.847 4.865
O 4.974 2.668 2.931
O 1.614 -1.095 3.431
O 4.004 -0.275 -4.470
O -7.441 0.415 0.390
O -0.213 -5.123 -7.881
O 4.627 0.119 -2.310
O 0.155 -0.537 -5.263
O -10.964 -3.510 -0.063
N -3.662 -0.860 1.337
N 3.487 -1.407 2.002
C -4.453 1.232 -1.600
C -1.225 -2.303 -5.982
C 4.071 -0.515 0.989
C -3.121 -2.202 1.404
C -2.305 0.313 -1.982
C -8.450 -1.465 1.378
C 4.033 1.702 2.451
C 2.287 6.356 1.170
C -2.255 -4.862 1.586
C 1.731 -0.044 1.173
C 5.187 -3.698 0.618
C -2.375 -0.347 -0.777
C 2.202 -0.880 2.403
C -1.325 2.118 2.236
C 3.181 1.288 -0.656
C 0.970 1.260 1.521
C 4.998 -2.634 -0.202
C -4.523 0.562 -0.403
C -4.031 -3.242 1.408
C -9.956 -1.628 -1.053
C 4.279 4.928 3.505
C -3.594 -4.540 1.509
C 0.068 -1.587 -5.862
C 3.654 1.153 -2.117
C 2.784 5.423 3.584
C -3.312 -0.039 2.443
C 2.295 -1.054 -0.915
C 2.508 6.660 2.687
C 5.295 -1.248 0.328
C -3.487 -0.235 0.037
C 2.889 -0.039 0.076
C 1.270 -0.731 -1.709
C -3.337 1.123 -2.409
C -8.249 -0.484 0.285
C -0.129 -4.073 -7.282
C 4.458 3.458 3.973
C -1.317 -3.455 -6.641
C 4.823 0.535 1.875
C -9.070 -0.643 -0.939
C -9.336 -2.451 1.265
C -1.342 -3.824 1.586
C -10.159 -2.611 0.041
C 1.256 -2.203 -6.502
C -0.425 0.870 2.086
C 1.164 -3.355 -7.161
C 4.846 -0.201 -3.605
C -1.786 -2.528 1.502
H 3.367 2.221 1.751
H -1.520 -0.949 -0.480
H 5.997 -1.389 1.167
H 5.232 3.499 4.753
H 2.787 1.071 -2.778
H 2.292 1.931 -0.703
H 1.435 1.877 2.298
H 3.935 1.905 -0.152
H -7.840 -1.332 2.263
H -2.251 -3.993 -6.741
H 1.211 -1.260 -2.660
H -5.412 0.690 0.212
H 2.019 -3.821 -7.636
H 5.894 -0.443 -3.861
H -9.498 -3.177 2.052
H -1.437 0.248 -2.635
H -4.298 -5.370 1.545
H 4.385 -4.419 0.796
H 3.021 6.946 0.605
H 6.135 -3.809 1.149
H -3.294 1.674 -3.344
H -0.904 0.235 1.334
H 4.136 2.108 -2.383
H -1.067 2.672 3.146
H 2.190 -1.664 -6.400
H 4.632 -2.790 -1.219
H -1.025 -1.753 1.519
H 2.629 -2.090 -0.974
H 0.565 0.061 -1.452
H -8.906 0.084 -1.725
H 0.755 1.910 0.664
H 5.670 0.946 1.303
H -5.104 -3.081 1.362
H -1.158 2.782 1.378
H 3.241 -2.344 1.678
H 5.823 -0.585 -0.366
H -0.277 -4.029 1.665
H -0.363 0.416 3.077
H -2.080 -1.838 -5.506
H -10.565 -1.760 -1.938
H -5.303 1.845 -1.894
H 0.902 -0.684 0.836
H -1.901 -5.885 1.670
H 3.389 1.321 3.263
H 3.558 3.058 4.452
H 5.278 -0.015 2.705
*
```

Summary:
Calculated total energy ... -4125.03820 Eh
Kohn-Sham gap ... 6.13 eV
HOMO energy ... -7.75 eV